Entry 1:
15
Properties=species:S:1:pos:R:3:mulliken_charge:R:1 method="wB97M-V/def2-TZVPD" charge=+1 lumo_ev=-4.51 e_homo_ev=-12.40 orbital_gap_ev=7.889
C -3.14 0.69 0.83 -0.30
C 0.98 -1.07 -0.35 0.12
C 2.09 1.34 -0.65 -0.75
N -2.06 0.55 0.23 0.17
N -0.98 0.41 -0.14 -0.35
N 0.51 -2.12 0.28 -0.27
S 1.69 0.06 0.60 0.04
H -3.32 0.61 1.91 0.26
H -3.90 0.73 0.09 0.25
H 1.12 -1.14 -1.40 0.41
H 1.51 1.14 -1.58 0.29
H 3.21 1.33 -0.73 0.33
H 1.96 2.35 -0.17 0.32
H 0.17 -1.96 1.23 0.23
H 0.18 -2.92 -0.17 0.25

Entry 2:
32
Properties=species:S:1:pos:R:3:mulliken_charge:R:1 method="wB97M-V/def2-TZVPD" lumo_ev=0.33 e_homo_ev=-10.11 orbital_gap_ev=10.438
Br 6.55 12.21 6.76 -0.18
C 6.01 10.29 6.48 -0.64
C 4.96 10.22 5.39 -0.50
Br 4.43 8.32 5.33 -0.15
H 5.81 9.88 7.47 0.41
H 6.83 9.80 5.96 0.36
H 5.24 10.39 4.35 0.35
H 4.09 10.83 5.64 0.36
Br 1.96 -0.82 -0.17 -0.11
C 2.13 0.19 1.48 -0.65
C 0.96 1.15 1.72 -0.56
Br -0.60 -0.03 2.28 -0.15
H 3.08 0.73 1.47 0.35
H 2.23 -0.53 2.28 0.39
H 0.76 1.78 0.84 0.39
H 1.18 1.74 2.61 0.34
Br 1.05 -3.95 -9.11 -0.11
C -0.82 -4.09 -8.75 -0.67
C -1.32 -3.06 -7.68 -0.55
Br -1.49 -1.36 -8.71 -0.14
H -1.11 -5.08 -8.39 0.34
H -1.33 -4.01 -9.71 0.40
H -0.67 -3.09 -6.81 0.40
H -2.36 -3.29 -7.47 0.33
Br -5.43 -6.30 -1.25 -0.14
C -5.69 -6.58 0.65 -0.62
C -6.21 -8.00 0.97 -0.55
Br -6.55 -8.30 2.89 -0.15
H -6.31 -5.78 1.06 0.37
H -4.83 -6.22 1.22 0.39
H -5.43 -8.72 0.74 0.34
H -7.10 -8.33 0.44 0.37

Entry 3:
52
Properties=species:S:1:pos:R:3:mulliken_charge:R:1 method="wB97M-V/def2-TZVPD" charge=-1 lumo_ev=1.62 e_homo_ev=-4.20 orbital_gap_ev=5.824
C -1.60 1.96 -2.41 -1.49
C -1.33 2.45 -3.85 0.66
C -2.25 3.62 -4.23 -1.49
C 0.16 2.78 -4.10 0.13
C 0.99 1.49 -4.09 -1.48
C 0.70 3.79 -3.09 -0.63
O 1.86 4.47 -3.49 -0.65
Ga 1.72 5.68 -4.95 0.46
H -2.14 2.70 -1.83 0.35
H -0.66 1.72 -1.91 0.30
H -2.19 1.05 -2.39 0.29
H -1.57 1.62 -4.51 0.42
H -3.10 3.24 -4.81 0.37
H -1.74 4.36 -4.84 0.32
H -2.65 4.12 -3.35 0.32
H 0.21 3.17 -5.12 0.53
H 2.03 1.74 -3.90 0.45
H 0.91 1.01 -5.06 0.38
H 0.61 0.80 -3.33 0.07
H 0.97 3.21 -2.20 0.25
H -0.11 4.46 -2.77 0.35
H 2.42 4.95 -6.23 -0.27
H 0.16 5.89 -5.30 -0.30
H 2.44 7.08 -4.63 -0.36
O -3.21 -0.92 -1.50 -0.56
C -2.43 -1.53 -0.83 0.76
O -2.76 -1.86 0.44 -0.37
C -1.97 -2.74 1.24 -0.52
C -0.88 -2.01 1.99 -0.59
C -1.04 -1.85 -1.34 -0.96
H -1.58 -3.57 0.64 0.35
H -2.68 -3.18 1.95 0.33
H -0.15 -1.57 1.31 0.24
H -0.34 -2.69 2.65 0.12
H -1.30 -1.21 2.59 0.30
H -0.37 -1.03 -1.06 0.21
H -1.08 -1.90 -2.42 0.34
H -0.64 -2.79 -0.97 0.36
O 2.13 -3.19 3.52 -0.52
C 2.07 -3.46 4.69 0.90
O 0.87 -3.38 5.31 -0.35
C 0.64 -3.85 6.64 -0.42
C 0.95 -2.79 7.67 -0.97
C 3.29 -3.80 5.50 -1.17
H 1.18 -4.78 6.82 0.35
H -0.42 -4.10 6.66 0.33
H 2.00 -2.52 7.67 0.27
H 0.69 -3.15 8.67 0.36
H 0.38 -1.89 7.47 0.30
H 3.69 -2.88 5.93 0.27
H 4.04 -4.22 4.83 0.32
H 3.11 -4.52 6.30 0.33

Entry 4:
48
Properties=species:S:1:pos:R:3:mulliken_charge:R:1 method="wB97M-V/def2-TZVPD" charge=-1 lumo_ev=2.03 e_homo_ev=-5.72 orbital_gap_ev=7.750
C 3.62 -1.68 -0.65 -0.82
C 3.02 -0.75 -1.44 -0.11
C 2.50 -1.01 -2.83 -0.52
B 1.07 -0.35 -2.80 0.25
C 0.80 1.12 -3.26 -0.87
C 0.09 1.90 -2.12 -0.56
C -1.45 1.86 -2.20 -0.57
C -2.10 1.38 -0.90 -0.57
C -3.62 1.63 -0.86 -0.71
C -4.48 0.40 -0.59 -0.48
O -5.35 0.18 -1.72 -0.31
C -6.43 -0.61 -1.45 0.61
C -6.18 -2.09 -1.60 -0.86
O -7.49 -0.15 -1.16 -0.53
H 3.16 -1.99 0.28 0.26
H 4.59 -2.10 -0.89 0.25
H 2.84 0.25 -1.02 0.38
H 2.46 -2.08 -3.03 0.24
H 3.09 -0.55 -3.65 0.24
H 0.14 -0.98 -2.39 -0.15
H 0.13 1.07 -4.12 0.39
H 1.71 1.64 -3.59 0.31
H 0.41 1.50 -1.15 0.30
H 0.44 2.93 -2.14 0.38
H -1.77 1.20 -3.01 0.25
H -1.83 2.86 -2.40 0.32
H -1.87 0.32 -0.74 0.25
H -1.62 1.93 -0.08 0.38
H -3.94 2.05 -1.82 0.36
H -3.84 2.39 -0.11 0.38
H -3.86 -0.49 -0.44 0.35
H -5.11 0.55 0.29 0.31
H -6.59 -2.41 -2.56 0.27
H -5.12 -2.32 -1.60 0.29
H -6.69 -2.63 -0.80 0.30
B 3.79 -0.38 4.50 1.11
O 5.21 -0.37 4.10 -0.52
C 5.34 0.20 2.92 0.58
O 6.36 0.36 2.31 -0.61
C 3.93 0.63 2.45 0.66
O 3.65 1.18 1.42 -0.65
O 3.07 0.27 3.39 -0.54
O 3.30 -1.75 4.74 -0.52
C 2.85 -1.86 5.98 0.59
O 2.39 -2.85 6.48 -0.61
C 3.04 -0.49 6.67 0.59
O 2.75 -0.22 7.80 -0.60
O 3.58 0.33 5.78 -0.51

Entry 5:
57
Properties=species:S:1:pos:R:3:mulliken_charge:R:1 method="wB97M-V/def2-TZVPD" charge=-1 lumo_ev=2.48 e_homo_ev=-5.81 orbital_gap_ev=8.288
O -2.67 2.35 -0.72 -0.80
C -2.50 1.33 -0.01 0.84
N -1.31 0.86 0.38 0.68
C -1.07 -0.59 0.80 0.37
C -0.43 -0.49 2.17 -0.69
S 0.52 -1.90 2.77 -0.53
C -3.77 0.68 0.46 -1.43
H -0.52 1.45 0.14 0.05
H -2.06 -1.01 0.63 -0.24
H -0.57 -0.91 -0.10 0.02
H 0.31 0.36 2.15 0.29
H -1.15 -0.22 2.93 0.19
H -4.19 1.29 1.25 0.30
H -3.77 -0.35 0.84 0.36
H -4.56 0.61 -0.28 0.37
H 1.67 -2.19 1.79 0.19
H 3.40 -2.78 1.21 0.16
O 2.58 -2.45 0.81 -0.76
H 0.43 -4.18 -0.16 0.44
H 0.15 -4.19 1.48 0.24
O -0.10 -4.49 0.60 -0.62
H 2.40 2.89 0.41 0.38
H 0.99 3.33 0.92 0.26
O 1.71 2.69 1.06 -0.68
H 2.78 0.37 -0.07 0.32
H 2.40 -1.10 -0.08 0.38
O 2.63 -0.35 -0.70 -0.68
H -1.61 1.35 2.96 0.29
H -2.85 0.81 3.60 0.36
O -2.31 1.59 3.59 -0.64
H 0.10 -2.66 -1.96 0.43
H -1.09 -3.23 -1.60 0.20
O -0.87 -2.46 -2.14 -0.67
H -2.70 -3.47 0.51 0.34
H -2.49 -4.33 -0.72 0.31
O -3.05 -3.63 -0.37 -0.63
H -0.34 2.12 -2.63 0.36
H -1.49 2.76 -1.78 0.39
O -0.65 2.98 -2.28 -0.82
H 1.28 0.24 -2.25 0.20
H -0.34 -0.02 -2.31 0.32
O 0.41 0.54 -2.58 -0.59
H 1.49 3.74 -1.58 0.31
H 2.23 2.69 -2.28 0.31
O 2.34 3.28 -1.52 -0.71
H -1.22 4.19 0.07 0.34
H -0.13 4.00 -0.80 0.36
O -0.25 4.29 0.14 -0.73
H 3.61 1.20 3.14 0.32
H 3.13 2.03 1.96 0.42
O 3.93 1.82 2.48 -0.65
H 2.15 -3.46 -1.88 0.22
H 2.00 -2.97 -0.35 0.37
O 1.45 -3.29 -1.25 -0.84
H 0.18 0.00 -4.20 0.43
H 0.84 -1.27 -4.73 0.29
O 0.50 -0.41 -5.04 -0.69

Entry 6:
127
Properties=species:S:1:pos:R:3:mulliken_charge:R:1 method="wB97M-V/def2-TZVPD" lumo_ev=0.17 e_homo_ev=-7.55 orbital_gap_ev=7.717
N 0.37 0.31 0.35 1.36
H 0.73 1.27 0.33 -0.12
H 0.77 -0.07 1.04 0.43
H 0.82 -0.18 -0.50 -0.49
H -0.78 0.53 0.27 -0.22
O 3.12 0.78 -0.11 -1.05
H 3.57 1.42 -0.34 -0.08
C 1.98 -5.38 -0.60 -0.78
O 2.90 -4.24 -0.99 -0.44
C 2.15 -3.07 -1.15 0.61
C 3.26 -2.20 -1.86 -1.19
N 2.61 -0.87 -2.12 0.66
C 3.31 -0.22 -3.20 -0.81
C 2.40 1.11 -3.56 -0.40
O 2.88 1.69 -4.80 -0.44
C 4.11 2.32 -4.55 -0.85
H 1.20 -5.22 0.15 0.27
H 2.46 -6.33 -0.23 0.31
H 1.31 -5.56 -1.56 0.31
H 1.96 -2.57 0.07 -0.20
H 1.34 -3.19 -1.82 0.32
H 3.58 -2.53 -2.82 0.62
H 4.36 -2.17 -1.31 0.21
H 2.88 -0.45 -1.17 -0.45
H 3.21 -1.01 -4.08 0.30
H 4.27 0.15 -3.14 0.51
H 2.35 1.66 -2.66 -0.02
H 1.46 0.83 -3.63 0.56
H 5.07 1.64 -4.55 0.26
H 4.24 2.86 -3.69 0.29
H 4.52 2.97 -5.34 0.36
C -5.13 -0.03 0.19 -1.24
O -4.44 1.18 0.06 -0.41
C -3.27 1.23 -0.85 0.06
C -2.46 2.46 -0.63 -0.56
N -1.26 2.43 -1.41 0.34
C -0.74 3.78 -1.25 -1.18
C 0.78 3.84 -1.65 0.37
O 1.25 5.17 -1.77 -0.41
C 2.59 5.26 -2.11 -1.10
H -4.69 -0.77 0.60 0.47
H -5.55 -0.44 -0.79 0.29
H -5.88 -0.07 0.93 0.61
H -3.53 1.02 -1.86 0.60
H -2.71 0.34 -0.35 -0.29
H -2.35 2.70 0.59 -0.28
H -3.33 3.21 -0.91 0.33
H -1.61 2.37 -2.39 0.36
H -0.87 4.31 -0.34 0.56
H -1.24 4.50 -1.90 0.45
H 0.82 3.32 -2.67 0.13
H 1.38 3.24 -1.06 -0.11
H 2.92 4.59 -2.63 0.37
H 3.21 5.23 -1.33 0.39
H 2.83 6.20 -2.59 0.40
C -1.06 -1.28 -2.24 -0.74
O -1.46 -1.81 -0.99 0.19
C -1.84 -3.14 -1.05 -0.64
C -3.23 -3.35 -1.40 -0.56
N -3.64 -4.80 -1.65 -0.29
C -4.72 -4.92 -2.54 -1.02
C -5.14 -6.36 -2.73 -0.64
O -5.92 -6.43 -3.86 -0.30
C -6.44 -7.73 -4.13 -0.79
H -1.69 -1.45 -3.01 0.67
H -0.22 -1.93 -2.59 0.17
H -0.82 -0.37 -2.24 -0.23
H -1.67 -3.49 -0.06 0.25
H -0.99 -3.81 -1.60 0.11
H -3.36 -2.77 -2.22 0.49
H -3.94 -3.00 -0.63 0.31
H -4.05 -5.08 -0.65 0.34
H -4.35 -4.76 -3.45 0.52
H -5.57 -4.42 -2.56 0.51
H -5.58 -6.62 -1.64 0.22
H -4.37 -7.00 -2.71 0.55
H -6.97 -7.99 -3.39 0.44
H -5.61 -8.53 -4.41 0.25
H -7.09 -7.92 -5.14 0.22
C 0.06 5.76 2.64 -0.85
O 0.32 4.50 3.21 -0.40
C -0.56 3.48 2.65 -0.09
C -0.34 2.15 3.39 -1.31
N -1.28 1.15 2.97 0.05
C -2.50 1.19 3.81 -0.78
C -3.43 0.18 3.39 0.72
O -4.33 -0.13 4.30 -0.42
C -5.37 -1.10 3.93 -0.71
H -0.95 5.95 2.47 0.54
H 0.27 5.83 1.57 0.17
H 0.82 6.57 3.07 0.24
H -0.69 3.48 1.50 -0.11
H -1.51 3.82 3.01 0.57
H -0.44 2.45 4.22 1.24
H 0.87 1.99 3.40 -0.23
H -0.92 0.12 3.37 0.30
H -2.87 2.26 3.64 0.30
H -2.19 1.03 4.86 0.30
H -3.30 -0.93 2.93 -0.22
H -3.98 0.77 2.59 -0.13
H -4.84 -1.97 3.57 0.38
H -5.88 -0.80 3.11 0.22
H -6.12 -1.25 4.83 0.23
C 4.19 5.67 2.32 -0.40
O 4.61 4.52 2.85 -0.45
C 3.67 3.45 2.57 0.18
C 4.22 2.10 3.07 -1.51
N 3.32 0.92 2.70 0.24
C 4.01 -0.19 3.14 -1.05
C 3.67 -1.41 2.26 -0.24
O 4.08 -2.54 2.97 -0.51
C 3.75 -3.89 2.47 -0.74
H 3.56 6.21 3.04 0.22
H 3.66 5.68 1.27 0.05
H 5.08 6.35 2.22 0.28
H 3.47 3.16 1.40 -0.03
H 2.90 3.67 3.22 0.39
H 4.39 2.02 4.09 0.74
H 5.35 2.22 2.76 0.34
H 3.14 1.05 1.69 -0.18
H 3.81 -0.40 4.10 0.73
H 5.00 -0.03 3.38 0.60
H 4.06 -1.16 1.39 0.39
H 2.62 -1.64 2.17 0.05
H 4.01 -3.82 1.51 0.31
H 2.70 -4.35 2.60 0.15
H 4.41 -4.48 2.98 0.44

Entry 7:
5
Properties=species:S:1:pos:R:3:mulliken_charge:R:1 method="wB97M-V/def2-TZVPD" lumo_ev="-1.78 / -4.31" e_homo_ev="-10.50 / -8.69" orbital_gap_ev="8.719 / 4.385"
C -0.83 -0.56 -2.04 0.15
N -1.18 -0.26 -0.99 -0.16
P 2.74 -2.71 0.71 0.22
Br 0.74 -3.15 -0.27 -0.12
Br 2.73 -0.57 1.32 -0.10

Entry 8:
21
Properties=species:S:1:pos:R:3:mulliken_charge:R:1 method="wB97M-V/def2-TZVPD" charge=+1 lumo_ev=-2.72 e_homo_ev=-14.12 orbital_gap_ev=11.402
O 0.23 1.15 1.31 -0.58
C 0.15 2.36 1.38 0.17
C 0.87 3.29 0.48 -0.97
H -0.46 2.83 2.16 0.35
H 1.38 2.78 -0.33 0.28
H 1.60 3.86 1.07 0.32
H 0.20 4.06 0.09 0.34
C -0.91 -0.79 -2.12 -1.16
C -0.15 -1.69 -1.16 -0.35
N -0.42 -1.29 0.25 0.00
C 0.36 -2.04 1.26 -0.88
H -0.67 0.27 -1.99 0.32
H -0.70 -1.09 -3.15 0.37
H -1.99 -0.90 -1.98 0.34
H -0.47 -2.71 -1.32 0.37
H 0.93 -1.60 -1.30 0.35
H -1.41 -1.48 0.41 0.39
H -0.29 -0.28 0.41 0.27
H 0.12 -3.10 1.21 0.39
H 0.20 -1.68 2.27 0.33
H 1.43 -1.96 1.05 0.36

Entry 9:
28
Properties=species:S:1:pos:R:3:mulliken_charge:R:1 method="wB97M-V/def2-TZVPD" charge=-1 lumo_ev=3.06 e_homo_ev=-5.26 orbital_gap_ev=8.316
Au 1.36 2.99 0.33 0.10
N 2.56 -3.99 2.40 -0.60
C 1.64 -3.18 1.72 1.02
C 1.55 -1.82 1.99 -0.75
C 0.68 -1.01 1.29 -0.45
C -0.12 -1.56 0.28 0.10
C -0.02 -2.91 -0.01 -0.52
C 0.85 -3.72 0.71 -0.58
S -1.31 -0.58 -0.59 1.16
O -1.43 -1.17 -1.91 -0.70
O -2.50 -0.52 0.22 -0.70
N -0.52 0.82 -0.58 -0.46
C -1.01 1.90 -1.14 0.58
N -2.15 1.92 -1.89 -0.51
C -2.52 3.05 -2.43 0.04
C -1.81 4.25 -2.29 -0.79
C -0.69 4.19 -1.50 0.25
N -0.28 3.05 -0.93 -0.39
H 2.82 -3.63 3.31 0.24
H 2.29 -4.96 2.46 0.23
H 2.18 -1.38 2.76 0.30
H 0.63 0.05 1.48 0.29
H -0.63 -3.31 -0.81 0.42
H 0.93 -4.77 0.47 0.26
H -3.43 3.02 -3.02 0.40
H -2.14 5.17 -2.75 0.35
H -0.08 5.06 -1.30 0.31
Cl 3.16 3.02 1.72 -0.59

Entry 10:
21
Properties=species:S:1:pos:R:3:mulliken_charge:R:1 method="wB97M-V/def2-TZVPD" lumo_ev=0.40 e_homo_ev=-7.65 orbital_gap_ev=8.053
C 2.35 0.20 -0.96 -1.45
C 0.98 -0.24 -0.67 1.83
C 0.22 -0.96 -1.93 -1.38
C 0.90 -0.95 0.62 -0.76
C -0.16 -1.11 1.42 -0.66
C -1.24 -0.13 1.28 0.38
C -2.37 0.00 2.04 -0.61
S -3.11 1.60 1.65 -0.21
C -1.88 2.05 0.58 -0.18
C -1.03 1.02 0.37 0.17
O -0.07 1.19 -0.53 -0.61
H 2.51 0.09 -2.08 0.35
H 3.09 -0.48 -0.53 0.36
H 2.48 1.22 -0.61 0.34
H 0.50 -0.29 -2.68 0.46
H -0.87 -0.85 -2.03 0.32
H 0.58 -1.97 -2.18 0.31
H 1.81 -1.27 1.08 0.25
H -0.05 -1.43 2.41 0.34
H -2.91 -0.73 2.67 0.41
H -1.71 3.03 0.08 0.36

Entry 11:
56
Properties=species:S:1:pos:R:3:mulliken_charge:R:1 method="wB97M-V/def2-TZVPD" lumo_ev=-0.12 e_homo_ev=-8.96 orbital_gap_ev=8.837
C -0.72 2.74 0.91 -1.24
C -0.19 1.52 0.78 -0.23
C -0.23 0.43 1.76 0.93
C -1.32 -0.25 2.13 -0.56
O -2.56 -0.05 1.57 -0.49
C -1.41 -1.22 3.24 -1.18
H -0.55 3.49 0.16 0.39
H -1.22 3.06 1.81 0.18
H 0.40 1.40 -0.12 0.41
H 0.71 0.01 2.08 0.34
H -3.87 -0.40 -2.63 0.30
H -1.79 -2.19 2.90 0.31
H -2.17 -1.01 3.99 0.34
H -0.46 -1.44 3.73 0.41
H 1.96 4.67 0.54 0.30
H 0.93 5.06 1.45 0.33
O 1.09 5.11 0.50 -0.63
H -1.89 -3.73 -1.53 0.32
H -1.07 -2.55 -2.12 0.32
O -1.46 -3.40 -2.33 -0.68
H -1.96 0.16 -3.99 0.38
H -0.78 0.78 -4.76 0.30
O -1.13 0.68 -3.87 -0.60
H -3.16 -1.69 -3.17 0.34
H -2.21 1.40 3.43 0.41
O -3.27 -0.75 -3.30 -0.70
H 4.10 -2.91 -0.75 0.28
H 3.57 -3.21 -2.11 0.29
O 3.86 -2.46 -1.57 -0.58
H -0.05 -2.79 0.35 0.29
H -0.33 -4.25 0.74 0.26
O -0.75 -3.47 0.36 -0.48
H 3.27 0.45 -3.82 0.31
H 2.03 0.32 -4.74 0.31
O 2.79 -0.15 -4.40 -0.62
H 1.39 -2.38 -3.37 0.33
H 0.61 -3.43 -2.69 0.31
O 1.37 -2.84 -2.52 -0.64
H 3.86 3.34 0.59 0.31
H 2.69 2.84 -0.24 0.28
O 3.64 3.00 -0.29 -0.64
H -2.55 0.60 0.85 0.34
H -2.90 2.64 2.81 0.32
O -2.75 2.17 3.62 -0.67
H 2.33 0.73 0.97 0.22
H 3.48 0.72 1.99 0.25
O 2.80 1.28 1.61 -0.42
H -0.15 -0.80 -0.85 0.25
H 1.15 -1.33 -1.31 0.21
O 0.75 -0.94 -0.50 -0.46
H 1.36 1.89 4.32 0.30
H 2.79 1.75 3.97 0.27
O 2.15 2.43 4.18 -0.60
H -3.36 -3.23 0.58 0.28
H -3.55 -1.80 0.93 0.37
O -3.93 -2.49 0.36 -0.67

Entry 12:
8
Properties=species:S:1:pos:R:3:mulliken_charge:R:1 method="wB97M-V/def2-TZVPD" lumo_ev=-1.11 e_homo_ev=-9.93 orbital_gap_ev=8.814
F 2.43 -1.77 0.43 -0.23
C 1.22 -1.20 0.50 0.21
F 0.35 -1.93 -0.23 -0.22
H 1.28 -0.19 0.07 0.11
H 0.89 -1.20 1.55 0.14
O -1.59 3.18 -0.72 -0.37
P -2.56 2.17 -1.10 0.36
H -2.02 0.93 -0.50 0.02

Entry 13:
17
Properties=species:S:1:pos:R:3:mulliken_charge:R:1 method="wB97M-V/def2-TZVPD" lumo_ev=0.42 e_homo_ev=-9.09 orbital_gap_ev=9.510
C 0.45 0.41 -3.90 -0.44
C 0.61 0.05 -2.72 -0.56
C 0.42 -0.47 -1.49 0.63
C 0.18 -0.57 -0.28 -0.10
C -0.22 -1.09 1.01 0.37
C 0.85 -1.84 1.77 -1.29
O -0.86 -0.17 1.78 -0.49
H 0.65 0.43 -4.90 0.41
H -0.89 -1.86 0.72 0.15
H 1.37 -2.59 1.14 0.35
H 0.47 -2.57 2.50 0.34
H 1.58 -1.31 2.37 0.34
H -0.42 0.75 1.86 0.31
C -0.30 2.54 0.30 -0.41
C -1.40 2.75 -0.13 -0.08
Br -3.00 2.96 -1.00 -0.01
H 0.52 2.57 0.95 0.50

Entry 14:
8
Properties=species:S:1:pos:R:3:mulliken_charge:R:1 method="wB97M-V/def2-TZVPD" charge=+1 lumo_ev=-9.30 e_homo_ev=-14.54 orbital_gap_ev=5.243
C -0.43 1.61 -1.16 -0.27
F 1.54 -1.75 2.01 -0.06
F 0.32 -3.34 0.94 -0.06
F -0.45 0.40 -0.56 -0.26
P 0.31 -2.67 2.36 1.12
H -1.49 1.94 -1.48 0.19
H -0.23 2.19 -0.23 0.14
H 0.42 1.63 -1.88 0.19